Entry 1:
11
Properties=species:S:1:pos:R:3:mulliken_charge:R:1 method="wB97M-V/def2-TZVPD" lumo_ev=0.93 energy_ev=-16747.4603 smiles=CC(F)(F)C(F)(F)F e_homo_ev=-12.3973 largest_force_ev_per_a=3.09 e_above_lowest_kj_mol=19.61
F 1.81 -1.50 -0.12 -0.24
F -0.77 -1.25 1.03 -0.30
F 1.58 0.18 1.20 -0.24
F -0.51 -1.18 -1.14 -0.31
F 1.54 0.43 -0.98 -0.25
C -1.03 0.81 -0.03 -1.16
C -0.33 -0.47 0.02 0.86
C 1.23 -0.33 0.03 0.66
H -2.15 0.63 0.21 0.32
H -0.80 1.20 -1.00 0.36
H -0.56 1.48 0.77 0.30

***

Entry 2:
13
Properties=species:S:1:pos:R:3:mulliken_charge:R:1 method="wB97M-V/def2-TZVPD" lumo_ev=-0.49 energy_ev=-28753.8488 e_homo_ev=-11.1793 largest_force_ev_per_a=3.96 e_above_lowest_kj_mol=115.56
P -0.59 -1.59 -0.93 0.21
F 2.02 -0.08 -1.46 -0.25
F 2.09 1.01 0.38 -0.25
F 0.89 1.69 -1.22 -0.27
F -1.80 -0.78 -1.59 -0.27
F 1.05 -1.27 1.01 -0.45
F -1.45 -2.00 0.38 -0.28
C 0.15 -0.18 -0.02 0.83
C 1.30 0.59 -0.61 0.79
C -0.82 0.60 0.88 -1.10
H -0.15 1.01 1.70 0.33
H -1.33 1.28 0.13 0.34
H -1.37 -0.29 1.36 0.37

***

Entry 3:
12
Properties=species:S:1:pos:R:3:lowdin_spin:R:1 method="wB97M-V/def2-TZVPD" lumo_ev="-14.85 / -16.07" energy_ev=-48406.0682 charge=+3 e_homo_ev="-21.4114 / -20.7174" largest_force_ev_per_a=1.98 spin_multiplicity=6 s2=8.7594
Fe 5.30 3.09 -4.08 3.88
F -3.66 -1.87 2.24 0.00
O -2.82 -0.93 2.83 0.01
O 4.77 1.84 -2.70 0.11
O -0.55 -0.62 0.11 0.82
O 3.45 1.74 -2.47 0.01
C 2.39 1.60 -2.04 0.01
C -1.63 -1.14 0.69 0.10
C -1.88 -0.62 2.07 0.00
H -1.25 0.16 2.53 0.00
H -1.57 -2.26 0.74 0.03
H -2.55 -0.99 0.08 0.03